(1)
Entry from the Open Molecules 2025 dataset: 11 unconnected molecules or ions with the total composition C30H90IO40P10 at a distorted geometry (ωB97M-V with the def2-TZVPD basis set).

Calculated values
Frontier orbital gap = 7.68 eV
HOMO level = -5.71 eV

The geometry in ORCA input format:
```
! RIJCOSX wB97M-V def2-TZVPD def2/J DEFGRID3
* xyz -1 1
I 9.315 -15.401 22.919
C 0.947 -14.961 21.856
O 1.915 -14.160 21.247
P 3.372 -13.984 21.862
O 3.394 -13.750 23.366
O 4.169 -15.383 21.302
C 5.525 -15.532 21.678
O 4.076 -12.833 20.886
C 4.376 -13.078 19.474
H 0.111 -14.448 22.331
H 1.405 -15.429 22.727
H 0.606 -15.677 21.108
H 6.051 -15.646 20.730
H 5.794 -16.465 22.172
H 5.946 -14.677 22.207
H 3.989 -14.002 19.045
H 5.421 -12.946 19.195
H 3.897 -12.255 18.942
C 11.061 -12.709 19.575
O 11.448 -12.336 20.887
P 12.151 -10.887 21.203
O 13.313 -10.539 20.289
O 12.571 -11.046 22.777
C 11.736 -11.961 23.546
O 10.961 -9.810 21.216
C 10.958 -8.710 22.066
H 11.343 -13.762 19.540
H 11.464 -12.112 18.758
H 9.988 -12.522 19.536
H 10.692 -11.648 23.552
H 12.037 -11.813 24.583
H 11.996 -12.987 23.287
H 10.101 -8.688 22.740
H 10.752 -7.862 21.413
H 11.863 -8.583 22.660
C 3.286 -17.247 24.722
O 3.820 -18.566 24.416
P 4.701 -19.320 25.544
O 3.933 -19.819 26.727
O 5.522 -20.462 24.679
C 4.837 -21.417 23.952
O 5.850 -18.234 25.956
C 6.730 -17.829 24.951
H 3.718 -16.538 24.017
H 3.432 -16.951 25.761
H 2.199 -17.246 24.633
H 4.790 -21.243 22.877
H 3.824 -21.455 24.353
H 5.403 -22.337 24.101
H 6.307 -17.873 23.947
H 7.612 -18.463 24.859
H 7.165 -16.837 25.073
C 8.735 -23.216 19.265
O 8.606 -21.939 19.748
P 8.488 -21.721 21.353
O 8.887 -22.887 22.163
O 9.466 -20.454 21.582
C 9.460 -19.863 22.857
O 7.038 -21.041 21.586
C 6.681 -19.803 20.986
H 9.734 -23.496 18.931
H 8.147 -23.346 18.356
H 8.316 -23.971 19.931
H 10.413 -20.147 23.306
H 8.796 -20.299 23.603
H 9.476 -18.778 22.762
H 7.567 -19.398 20.496
H 6.238 -19.030 21.614
H 5.977 -20.009 20.179
C 16.553 -15.227 25.710
O 16.227 -14.519 24.518
P 15.774 -15.306 23.150
O 16.040 -16.750 23.179
O 14.226 -14.738 23.058
C 13.253 -15.558 23.689
O 16.583 -14.453 22.038
C 17.990 -14.419 22.005
H 17.637 -15.336 25.745
H 16.155 -16.241 25.757
H 16.196 -14.656 26.567
H 12.612 -16.012 22.933
H 12.487 -15.045 24.270
H 13.614 -16.372 24.318
H 18.359 -14.471 20.981
H 18.446 -15.255 22.537
H 18.258 -13.487 22.502
C 10.424 -18.763 28.775
O 11.173 -19.851 28.234
P 10.842 -20.355 26.682
O 9.410 -20.170 26.294
O 11.907 -19.528 25.738
C 11.974 -18.083 25.805
O 11.429 -21.918 26.598
C 12.006 -22.374 25.336
H 9.999 -19.112 29.716
H 9.556 -18.411 28.218
H 10.964 -17.876 29.107
H 11.509 -17.706 26.716
H 11.474 -17.574 24.981
H 13.030 -17.826 25.721
H 11.664 -21.834 24.453
H 11.752 -23.419 25.163
H 13.085 -22.224 25.325
C 5.359 -9.326 22.330
O 5.455 -9.869 21.042
P 6.868 -9.997 20.269
O 6.933 -10.838 19.039
O 7.218 -8.446 20.066
C 8.423 -8.152 19.425
O 7.876 -10.391 21.473
C 7.926 -11.779 21.926
H 4.441 -8.742 22.397
H 6.141 -8.664 22.701
H 5.211 -10.137 23.043
H 8.128 -7.943 18.397
H 9.138 -8.971 19.355
H 8.906 -7.274 19.854
H 7.254 -12.469 21.416
H 7.656 -11.871 22.978
H 8.887 -12.278 21.797
C 6.093 -12.960 25.388
O 5.941 -12.806 26.829
P 4.893 -13.691 27.779
O 4.902 -13.358 29.204
O 3.448 -13.504 27.028
C 2.762 -12.272 27.141
O 5.390 -15.205 27.436
C 6.518 -15.727 28.162
H 5.958 -12.010 24.872
H 5.362 -13.700 25.061
H 7.105 -13.300 25.171
H 3.277 -11.468 27.666
H 1.901 -12.490 27.773
H 2.488 -11.933 26.142
H 7.285 -16.131 27.501
H 6.076 -16.541 28.738
H 6.944 -15.051 28.903
C 13.827 -13.041 29.879
O 12.643 -12.790 29.118
P 12.144 -14.023 28.182
O 11.695 -15.200 28.880
O 11.071 -13.337 27.138
C 10.197 -14.072 26.329
O 13.462 -14.224 27.241
C 13.896 -13.080 26.567
H 13.579 -12.916 30.933
H 14.504 -12.251 29.554
H 14.388 -13.955 29.680
H 9.184 -13.672 26.363
H 10.185 -15.135 26.570
H 10.664 -14.041 25.345
H 14.945 -12.830 26.727
H 13.292 -12.183 26.705
H 13.932 -13.252 25.491
C 8.974 -16.448 19.031
O 9.443 -17.506 18.203
P 11.003 -17.684 17.713
O 11.189 -18.988 17.076
O 11.197 -16.421 16.805
C 12.463 -16.038 16.296
O 11.942 -17.382 19.033
C 12.005 -18.248 20.092
H 8.317 -16.956 19.737
H 8.328 -15.763 18.482
H 9.700 -15.843 19.574
H 12.297 -15.897 15.228
H 13.280 -16.703 16.573
H 12.605 -15.034 16.698
H 12.251 -19.238 19.707
H 11.044 -18.050 20.567
H 12.840 -17.932 20.716
*
```

Mulliken population analysis, charges in e, atoms 1 to 6: number 1, I, carries -0.525; number 2, C, carries -0.332; number 3, O, carries -0.394; number 4, P, carries 0.990; number 5, O, carries -0.413; number 6, O, carries -0.444


(2)
Entry from the Open Molecules 2025 dataset: a molecular structure, C15H14FeO6 at a distorted geometry (ωB97M-V with the def2-TZVPD basis set).

Calculated values
Frontier orbital gap (spin up / spin down) = 6.22 / 6.10 eV
HOMO level (spin up / spin down) = -5.71 / -8.42 eV

The geometry in ORCA input format:
```
! RIJCOSX wB97M-V def2-TZVPD def2/J DEFGRID3
* xyz 0 5
C -2.423 0.659 -1.765
C -1.568 1.851 -1.734
C -0.415 1.936 -2.576
O -0.079 1.030 -3.341
C 0.393 3.248 -2.496
C -0.482 4.410 -2.100
O -1.302 4.133 -0.924
C -1.927 2.931 -0.814
O -2.774 2.765 0.055
H -3.266 0.827 -1.089
H -2.791 0.487 -2.787
H -1.871 -0.236 -1.444
H 1.213 3.114 -1.768
H 0.838 3.431 -3.480
H 0.107 5.295 -1.837
H -1.155 4.675 -2.928
O -0.584 -2.243 4.417
C -0.050 -2.231 3.384
Fe 0.754 -2.633 1.868
C 1.890 -3.815 2.743
O 2.513 -4.567 3.367
C -0.398 -4.047 1.545
O -1.155 -4.920 1.442
C -0.203 -1.122 0.914
C 0.679 -0.130 1.583
C 1.832 -0.969 2.032
C 2.481 -1.728 1.043
C 1.727 -2.243 -0.014
C 0.366 -1.926 -0.085
H -1.286 -0.979 0.947
H 1.005 0.660 0.866
H 0.172 0.392 2.415
H 2.338 -0.727 2.971
H 3.533 -1.998 1.157
H 2.158 -2.971 -0.706
H -0.268 -2.360 -0.861
*
```

natural (NBO) population analysis, charges in e, atoms 1 to 6: number 1, C, carries -0.680; number 2, C, carries -0.001; number 3, C, carries 0.459; number 4, O, carries -0.491; number 5, C, carries -0.527; number 6, C, carries -0.070


(3)
Entry from the Open Molecules 2025 dataset: a molecular structure, C25H23AsN3PmS9 at a distorted geometry (ωB97M-V with the def2-TZVPD basis set).

Calculated values
Frontier orbital gap (spin up / spin down) = 5.34 / 5.36 eV
HOMO level (spin up / spin down) = -1.46 / -1.47 eV

The geometry in ORCA input format:
```
! RIJCOSX wB97M-V def2-TZVPD def2/J DEFGRID3
* xyz -2 5
Pm -1.446 1.793 0.859
S 1.555 0.150 -0.233
C 2.725 1.406 -0.320
C 3.961 1.327 -0.998
C 4.748 2.422 -1.229
C 4.454 3.654 -0.684
C 3.340 3.763 0.136
C 2.484 2.660 0.291
S 1.243 2.843 1.537
C 1.982 1.787 2.794
C 1.056 0.927 3.587
C 1.438 0.638 4.888
C 0.870 -0.477 5.486
C -0.056 -1.206 4.786
C -0.525 -0.714 3.560
C -1.739 -1.374 2.991
S -1.851 -1.197 1.187
C -3.591 -1.423 1.097
C -4.013 -2.542 0.441
C -5.364 -2.804 0.256
C -6.277 -1.888 0.765
C -5.823 -0.730 1.376
C -4.458 -0.467 1.623
S -3.933 1.003 2.426
N 0.010 0.370 2.952
H 4.250 0.334 -1.373
H 5.668 2.298 -1.826
H 5.129 4.472 -0.829
H 3.109 4.673 0.686
H 2.680 2.335 3.437
H 2.576 1.080 2.213
H 2.239 1.176 5.338
H 1.124 -0.710 6.517
H -0.479 -2.120 5.206
H -2.607 -0.791 3.395
H -1.785 -2.417 3.250
H -3.294 -3.241 0.017
H -5.746 -3.576 -0.401
H -7.350 -1.988 0.626
H -6.471 0.047 1.730
S -0.607 3.896 -0.979
As -2.606 4.435 -0.219
S -3.708 2.624 -0.624
S -2.395 4.186 1.954
S -3.307 6.369 -0.626
C 3.381 -0.485 -3.762
C 2.092 -1.212 -3.749
C 1.855 -2.437 -4.343
C 0.560 -2.956 -4.225
N -0.487 -2.316 -3.754
C -0.293 -1.031 -3.249
S -1.451 0.024 -2.766
N 1.034 -0.597 -3.198
C 0.304 -4.367 -4.745
H 4.208 -1.138 -3.509
H 3.310 0.318 -2.995
H 3.561 0.005 -4.702
H 2.685 -2.945 -4.784
H 1.240 0.231 -2.656
H 1.262 -4.855 -5.038
H -0.273 -4.310 -5.628
H -0.202 -4.932 -3.966
*
```

natural (NBO) population analysis, charges in e, atoms 1 to 6: number 1, Pm, carries 1.333; number 2, S, carries -0.406; number 3, C, carries -0.163; number 4, C, carries -0.276; number 5, C, carries -0.212; number 6, C, carries -0.301


(4)
Entry from the Open Molecules 2025 dataset: a molecular structure, C37H39N9OV (ωB97M-V with the def2-TZVPD basis set).

Calculated values
Energy relative to the best compared isomer or geometry (same formula, charge and spin) = 0.0 kJ/mol
Frontier orbital gap (spin up / spin down) = 6.52 / 6.71 eV
HOMO level (spin up / spin down) = -10.15 / -10.21 eV

The geometry in ORCA input format:
```
! RIJCOSX wB97M-V def2-TZVPD def2/J DEFGRID3
* xyz 1 3
V -0.171 0.646 -0.358
N 0.482 3.233 2.949
C 0.208 1.917 2.409
N -0.246 2.040 1.033
C -1.149 3.026 0.775
N -1.737 3.173 -0.399
N -1.240 2.264 -1.292
C -1.563 2.413 -2.516
C -1.074 1.432 -3.477
C -1.324 1.586 -4.829
C -0.823 0.647 -5.719
C -0.082 -0.401 -5.213
C 0.116 -0.480 -3.839
N -0.372 0.397 -2.966
C -1.468 4.008 1.816
C -2.544 4.891 1.703
C -2.741 5.874 2.651
C -1.841 5.996 3.709
C -0.769 5.133 3.834
C -0.580 4.122 2.893
H 1.022 3.242 3.800
H 1.138 1.345 2.416
H -2.175 3.258 -2.815
H -1.899 2.436 -5.173
H -1.010 0.738 -6.780
H 0.341 -1.162 -5.852
H 0.697 -1.292 -3.434
H -3.206 4.795 0.854
H -3.577 6.553 2.567
H -1.983 6.774 4.448
H -0.072 5.235 4.658
N -3.908 -0.947 1.778
C -3.717 -1.892 0.669
C -2.322 -1.735 0.080
N -2.057 -0.343 -0.358
H -4.247 -1.415 2.608
H -4.595 -0.237 1.555
H -1.990 -0.446 2.465
H -4.470 -1.754 -0.112
H -3.818 -2.918 1.025
H -2.190 -2.392 -0.781
H -1.576 -2.008 0.827
H -2.560 0.273 0.287
H -2.486 -0.204 -1.271
C 0.632 -5.515 -4.454
C -0.299 -5.380 -3.436
C -0.129 -4.404 -2.468
C 0.965 -3.533 -2.480
C 1.901 -3.690 -3.512
C 1.731 -4.667 -4.481
C 0.999 -2.502 -1.428
C 1.812 -1.450 -1.205
C 3.112 -1.178 -1.888
C 4.174 -2.064 -1.720
C 5.410 -1.794 -2.286
C 5.601 -0.634 -3.025
C 4.555 0.264 -3.181
C 3.320 -0.002 -2.604
H 0.511 -6.277 -5.212
H -1.156 -6.040 -3.390
H -0.861 -4.321 -1.670
H 2.770 -3.055 -3.567
H 2.473 -4.770 -5.263
H 0.191 -2.620 -0.706
H 4.020 -2.972 -1.149
H 6.226 -2.491 -2.150
H 6.566 -0.426 -3.469
H 4.703 1.176 -3.743
H 2.511 0.711 -2.710
C 1.517 -0.464 -0.139
H 0.878 -0.940 0.647
H 2.407 -0.054 0.337
N 1.086 0.940 7.199
C 0.955 -0.179 6.437
O 1.234 -1.286 6.846
C 0.421 0.013 5.042
C 0.635 -1.098 4.123
C -0.178 -1.214 3.066
N -1.026 -0.190 2.657
C -0.828 1.131 3.257
C -0.365 1.036 4.685
H 1.472 0.831 8.121
H 1.030 1.859 6.803
H 1.303 -1.897 4.405
H -0.220 -2.129 2.484
H -1.775 1.672 3.201
H -0.700 1.781 5.397
*
```

Mulliken population analysis, charges in e, atoms 1 to 6: number 1, V, carries 0.715; number 2, N, carries -0.056; number 3, C, carries -1.566; number 4, N, carries 0.009; number 5, C, carries 0.267; number 6, N, carries -1.219


(5)
Entry from the Open Molecules 2025 dataset: a gas-phase ion, C5H11N (charge -1) at a distorted geometry (ωB97M-V with the def2-TZVPD basis set).

Calculated values
Energy relative to the best compared isomer or geometry (same formula, charge and spin) = 84.3 kJ/mol
Frontier orbital gap (spin up / spin down) = 2.78 / 8.08 eV
HOMO level (spin up / spin down) = 1.39 / -4.07 eV

The geometry in ORCA input format:
```
! RIJCOSX wB97M-V def2-TZVPD def2/J DEFGRID3
* xyz -1 2
C 0.417 0.023 2.206
C -0.193 -0.648 0.947
C -0.413 0.321 -0.176
C -1.169 1.408 0.055
C 1.105 -0.934 -1.681
N 0.016 0.012 -1.448
H 0.864 1.000 2.004
H -0.331 0.198 2.983
H 1.227 -0.590 2.604
H -1.133 -1.055 1.269
H 0.461 -1.448 0.647
H -1.409 2.183 -0.659
H -1.643 1.579 1.019
H 1.909 -0.784 -0.949
H 1.515 -0.786 -2.655
H 0.793 -1.958 -1.508
H -0.580 0.012 -2.263
*
```

natural (NBO) population analysis, charges in e, atoms 1 to 6: number 1, C, carries -0.631; number 2, C, carries -0.561; number 3, C, carries 0.155; number 4, C, carries -0.577; number 5, C, carries -0.952; number 6, N, carries -0.665


Number 1: total energy -7918.791831 Ha. Number 2: total energy -2294.930355 Ha. Number 3: total energy -7558.813869 Ha. Number 4: total energy -2945.216272 Ha. Number 5: total energy -251.767551 Ha.